Entry from OMol25: a single C5H9NO molecule in a non-equilibrium geometry (the ωB97M-V functional and the def2-TZVPD basis).

Bonds (Å) are listed after each position.
Positions of all 16 atoms, in Å:
1 C -1.76423 -0.13029 -0.64024  C2 1.514, H8 1.096, H9 1.094, H10 1.093
2 C -1.07742 0.56215 0.51841  C1 1.514, N3 1.457, C4 1.480, H11 1.084
3 N -0.50691 -0.24058 1.59164  C2 1.457, C4 1.478, H12 1.007
4 C 0.38788 0.55315 0.72341  C2 1.480, N3 1.478, C5 1.504, H13 1.085
5 C 1.12465 -0.55535 0.02346  C4 1.504, C6 1.495, O7 1.432, H14 1.268
6 C 1.93443 -0.24856 -1.19545  C5 1.495, O7 1.416, H15 1.092, H16 1.103
7 O 2.55189 -0.44920 0.06259  C5 1.432, C6 1.416
8 H -1.92863 0.58657 -1.45224  C1 1.096
9 H -2.73805 -0.51862 -0.32595  C1 1.094
10 H -1.16798 -0.95713 -1.03372  C1 1.093
11 H -1.58693 1.44607 0.88408  C2 1.084
12 H -0.65406 0.01132 2.55540  N3 1.007
13 H 0.90778 1.42365 1.11092  C4 1.085
14 H 0.35666 -1.28783 0.71820  C5 1.268
15 H 2.17329 -0.98194 -1.96788  C6 1.092
16 H 1.98763 0.78659 -1.57263  C6 1.103

Values from the calculation:
**SMILES**: C[C@H]1N[C@H]1[C@H]1CO1
**Relative energy (zero: lowest compared OMol25 entry of this formula, charge and spin)**: 4.801 eV
**Total charge**: 0
**Lowest unoccupied orbital energy**: 1.06 eV

Charges in e, computed with Löwdin, in the same order as the atoms: -0.05 -0.31 0.00 -0.23 -0.27 -0.12 -0.06 0.08 0.08 0.07 0.13 0.11 0.15 0.20 0.10 0.11